The ion C8H17NO2P with charge -1, computed with the ωB97M-V functional and the def2-TZVPD basis.

Positions of all 29 atoms, in Å:
C: 1.3306 -0.4028 0.6600
C: 0.3508 1.6079 1.5066
C: 1.5561 1.1035 0.7354
C: 0.5599 -0.8177 -0.5661
C: -1.5775 0.4411 0.0606
C: 0.8052 -0.0342 -1.9027
C: 0.7756 -2.3041 -0.7810
C: -2.5321 0.2510 1.2665
N: -0.9538 -0.7440 -0.3094
O: -1.6763 -1.4813 -1.3945
O: 2.7866 1.4665 1.3532
P: -1.7659 1.7058 -1.0996
H: 2.2122 -1.0724 0.5397
H: 0.7586 -0.8146 1.5909
H: 0.6271 1.7716 2.5839
H: -0.2231 2.4667 1.1411
H: 1.4707 1.3391 -0.2764
H: 0.7849 -0.6396 -2.7798
H: 1.8232 0.1993 -1.9070
H: 0.2194 0.9497 -1.9328
H: 0.7724 -2.6560 -1.8984
H: -0.0158 -2.9669 -0.2933
H: 1.7665 -2.6550 -0.4667
H: -2.2894 0.9726 1.9866
H: -2.4989 -0.8091 1.7177
H: -3.7074 0.4953 1.0099
H: 2.7629 0.7691 1.9627
H: -1.5794 -0.7981 -2.0815
H: -2.5432 2.6566 -0.4257

Summary:
LUMO energy (alpha / beta): 3.448 / 3.455 eV
Orbital gap (alpha / beta): 6.412 / 5.202 eV
Net charge: -1
Highest occupied orbital energy (alpha / beta): -2.96 / -1.75 eV
Spin multiplicity: 1

Results of the Mulliken charge analysis, in e, for atoms 1 through 4: number 1, C, carries -1.330; number 2, C, carries -1.182; number 3, C, carries 0.118; number 4, C, carries 2.100


A structure of composition C8H17NO7P2SeTc, computed with the ωB97M-V functional and the def2-TZVPD basis.

Positions of all 37 atoms, in Å:
Tc: -1.3608 -0.0213 -0.1380
C: -0.2469 3.6472 2.5229
C: 0.7877 2.5879 2.2349
O: 2.0227 2.9380 2.7968
P: 0.3101 0.9204 2.8529
O: 1.6115 0.0246 2.6987
O: 0.1706 1.0971 4.4192
O: -0.8877 0.2701 2.2623
P: 1.0336 2.1732 0.4504
O: 1.3646 3.5743 -0.2581
O: 2.1918 1.2361 0.3995
O: -0.2708 1.6700 -0.1311
H: -0.2697 3.8589 3.5909
H: -1.2302 3.3140 2.1986
H: 0.0147 4.5565 1.9869
H: 2.7021 2.3643 2.4142
H: 2.0330 0.1638 1.8247
H: 0.0365 0.2603 4.8677
H: 2.1638 3.4902 -0.7769
C: 1.0619 -1.4076 -2.6825
C: -0.0763 -2.2253 -2.0381
C: 0.3896 -3.6771 -1.8609
C: -1.3112 -2.1576 -2.9411
C: -0.3138 -1.5464 -0.7297
H: 1.3218 -1.8434 -3.6440
H: 1.9428 -1.3966 -2.0480
H: 0.7391 -0.3796 -2.8182
H: 0.6566 -4.1091 -2.8240
H: -0.4102 -4.2686 -1.4244
H: 1.2568 -3.7307 -1.2046
H: -1.0580 -2.4798 -3.9476
H: -1.6892 -1.1345 -2.9696
H: -2.1004 -2.7937 -2.5520
H: 0.4475 -1.8534 0.0017
Se: -5.8054 -1.3826 -1.1712
C: -4.1824 -0.9964 -0.8055
N: -3.0460 -0.7428 -0.5568

Summary:
LUMO energy (alpha / beta): -1.435 / -1.172 eV
Orbital gap (alpha / beta): 6.478 / 6.595 eV
Highest occupied orbital energy (alpha / beta): -7.91 / -7.77 eV
Spin multiplicity: 2

Results of the Mulliken charge analysis, in e, for atoms 1 through 4: number 1, Tc, carries 0.787; number 2, C, carries -1.650; number 3, C, carries 0.788; number 4, O, carries -0.593


A cluster of 2 separate species, C8H17NS in total, computed with the ωB97M-V functional and the def2-TZVPD basis.

Positions of all 27 atoms, in Å:
C: 1.6971 2.8994 -0.2213
C: 0.8086 0.2894 3.3876
C: -2.1455 -1.1521 -2.8710
C: 1.2834 -0.5601 2.1101
C: -0.8933 -1.4730 -2.1093
C: -0.0617 -0.7447 1.2147
C: -0.0029 -0.3341 -1.8277
C: -0.7360 0.5318 0.7562
N: 2.1449 2.3156 0.7609
S: -0.6647 1.0225 -0.7765
H: 1.6265 3.8642 -0.5694
H: 1.0617 2.2967 -0.9826
H: 0.0991 1.1009 2.9846
H: 1.5898 0.8376 3.9083
H: 0.2483 -0.3767 4.0889
H: -1.8567 -0.7837 -3.8298
H: -2.7668 -2.0777 -3.1266
H: -2.8240 -0.4827 -2.5081
H: 1.8914 0.0691 1.4769
H: 1.7186 -1.4934 2.2661
H: -0.4542 -2.1789 -2.7944
H: -1.2766 -1.9332 -1.1399
H: -0.8156 -1.1043 1.9732
H: 0.0328 -1.4616 0.4879
H: 1.0557 -0.3566 -1.4933
H: 0.1618 0.2028 -2.8045
H: -0.9218 1.0829 1.6390

Summary:
LUMO energy (alpha / beta): 0.639 / -0.004 eV
Orbital gap (alpha / beta): 9.314 / 6.444 eV
Highest occupied orbital energy (alpha / beta): -8.68 / -6.45 eV
Spin multiplicity: 1

Results of the Mulliken charge analysis, in e, for atoms 1 through 4: number 1, C, carries -0.119; number 2, C, carries -1.051; number 3, C, carries -1.475; number 4, C, carries -0.397


A cluster of 2 separate species, C8H17O3P in total, computed with the ωB97M-V functional and the def2-TZVPD basis.

Positions of all 29 atoms, in Å:
C: 1.7318 -0.4682 -0.9913
C: -4.0601 -1.2779 0.1224
C: 2.5846 -1.5803 1.0216
C: 1.7821 0.8109 1.1280
C: 3.9416 0.3537 -0.0889
C: -1.9134 1.0170 -1.7609
C: -2.6067 -1.6403 -0.1442
C: 2.5250 -0.2447 0.2153
O: 1.8290 -0.6761 -2.0994
O: -1.8532 0.0254 1.9505
O: -1.8837 1.0262 -0.3418
P: -1.4332 -0.3029 0.5768
H: -4.5736 -0.9944 -0.7251
H: -4.5207 -2.0114 0.7421
H: -3.9090 -0.3557 0.8387
H: 3.0698 -2.2658 0.4451
H: 1.6381 -1.8919 1.3572
H: 3.0473 -1.3193 1.9590
H: 0.7012 0.3172 1.1882
H: 2.1074 1.0536 2.1598
H: 1.6669 1.7072 0.6400
H: 4.4960 -0.1990 -0.7856
H: 3.8552 1.3905 -0.5185
H: 4.4639 0.3622 0.8122
H: -0.8280 0.9469 -2.1567
H: -2.6270 1.8255 -2.0080
H: -2.2719 0.0259 -2.0607
H: -2.2881 -1.5654 -1.1990
H: -2.2898 -2.5778 0.4701

Summary:
LUMO energy (alpha / beta): 0.391 / -1.242 eV
Orbital gap (alpha / beta): 8.492 / 5.979 eV
Highest occupied orbital energy (alpha / beta): -8.10 / -7.22 eV
Spin multiplicity: 1

Results of the Mulliken charge analysis, in e, for atoms 1 through 4: number 1, C, carries -0.084; number 2, C, carries -1.013; number 3, C, carries -1.723; number 4, C, carries -1.045


A structure of composition C8H17OP2Tb, computed with the ωB97M-V functional and the def2-TZVPD basis.

Positions of all 29 atoms, in Å:
C: 0.1408 -3.4945 -0.4572
C: -0.1010 -3.8820 0.9530
C: -1.4083 -3.4876 1.3785
C: -2.0207 -2.8623 0.2618
C: -1.1180 -2.8176 -0.8964
Tb: 0.8842 -0.6624 -0.9248
P: 2.3237 -0.8709 -3.1134
H: 0.8335 -4.0021 -1.1707
H: 0.6900 -4.3177 1.5548
H: -1.6374 -3.2356 2.4067
H: -1.4228 -2.8002 -1.9830
H: -2.9917 -2.3504 0.2311
H: 1.6673 -0.9439 -4.4127
H: 3.5176 -1.7228 -3.1354
H: 2.8162 0.5009 -2.9687
C: 1.4189 2.6051 1.4615
P: -0.1390 2.2785 0.7379
C: -1.4320 2.3078 1.9421
C: -0.4829 3.3328 -0.6336
O: -0.1040 0.8395 0.1675
H: 1.6666 1.8430 2.2075
H: 1.3637 3.6148 1.9267
H: 2.2095 2.6007 0.6656
H: -1.5163 3.3169 2.3086
H: -2.3768 1.9694 1.4817
H: -1.1800 1.6089 2.7583
H: 0.3809 3.2991 -1.3392
H: -1.3716 2.9896 -1.1650
H: -0.6107 4.3429 -0.2432

Summary:
LUMO energy (alpha / beta): -0.024 / 0.217 eV
Orbital gap (alpha / beta): 6.384 / 4.114 eV
Highest occupied orbital energy (alpha / beta): -6.41 / -3.90 eV
Spin multiplicity: 7

Results of the Mulliken charge analysis, in e, for atoms 1 through 4: number 1, C, carries -0.492; number 2, C, carries -0.549; number 3, C, carries -0.598; number 4, C, carries -0.494


The ion C8H18BN4O with charge +1, computed with the ωB97M-V functional and the def2-TZVPD basis.

Positions of all 32 atoms, in Å:
C: -0.2289 -1.7962 2.7212
C: -1.0281 -1.8595 1.7928
C: -1.6303 -1.8869 0.3314
N: -2.0868 -0.5189 -0.1148
B: -3.4953 -0.1343 0.2560
N: -4.3832 0.7415 -0.5222
O: -4.0290 -0.7224 1.4632
C: -1.2293 0.2294 -0.7839
N: -1.6291 1.5315 -1.2670
N: 0.1376 -0.1748 -1.0796
C: 0.9388 0.1834 0.1527
C: 2.1734 1.1409 -0.1245
C: 3.3376 0.3109 -0.8529
C: 4.7235 0.3999 -0.0454
H: 0.5914 -1.7614 3.4932
H: -2.5376 -2.5743 0.4089
H: -0.9346 -2.3773 -0.4075
H: -3.9958 1.6995 -0.3980
H: -5.2817 0.7922 -0.0097
H: -4.3672 -1.6017 1.1649
H: -0.8657 1.9806 -1.7978
H: -2.3395 1.3272 -2.0012
H: 0.4679 0.3951 -1.8664
H: 0.2593 0.7045 0.9122
H: 1.2915 -0.7829 0.6369
H: 1.8958 2.1085 -0.6597
H: 2.5637 1.4642 0.8997
H: 3.4201 0.6830 -1.9212
H: 3.0198 -0.7853 -0.7997
H: 5.5106 0.7407 -0.7828
H: 4.6972 1.1393 0.8116
H: 5.0339 -0.5963 0.3897

Summary:
LUMO energy: -3.988 eV
SMILES: C#CCN(B(N)O)/C(N)=[NH+]\CCCC
Orbital gap: 9.603 eV
Net charge: +1
Highest occupied orbital energy: -13.59 eV
Spin multiplicity: 1

Results of the Mulliken charge analysis, in e, for atoms 1 through 4: number 1, C, carries 0.122; number 2, C, carries -0.362; number 3, C, carries -0.834; number 4, N, carries 0.101


no.,E (Ha)
1,-861.37457
2,-4061.53770
3,-767.74361
4,-881.95952
5,-1897.23226
6,-634.47794